(1)
17
Properties=species:S:1:pos:R:3 method="wB97M-V/def2-TZVPD" e_lumo_ev=1.006 charge=0 e_above_lowest_kcal_mol=30.60 mol_weight_g_mol=102.13 smiles=OC[C@H]1CCCO1 energy_ha=-346.9767
O 2.789 -0.325 -0.825
C 1.755 -0.834 -0.015
C 0.387 -0.369 -0.478
C -0.783 -0.844 0.385
C -1.793 0.288 0.195
C -0.873 1.506 0.140
O 0.358 1.061 -0.425
H 2.659 0.635 -0.856
H 1.893 -0.547 1.040
H 1.818 -1.924 -0.078
H 0.254 -0.667 -1.528
H -0.463 -0.909 1.433
H -1.155 -1.825 0.076
H -2.533 0.384 0.999
H -2.332 0.157 -0.753
H -0.691 1.891 1.155
H -1.290 2.322 -0.465



(2)
17
Properties=species:S:1:pos:R:3 method="wB97M-V/def2-TZVPD" e_lumo_ev=0.978 charge=0 e_above_lowest_kcal_mol=31.99 mol_weight_g_mol=102.13 smiles=C[C@H]1OCC[C@H]1O energy_ha=-346.9745
C 2.034 -0.102 -0.521
C 0.769 0.296 0.240
O 0.022 1.216 -0.558
C -1.371 1.093 -0.268
C -1.497 -0.029 0.768
C -0.223 -0.834 0.523
O -0.364 -1.718 -0.574
H 2.941 0.288 -0.058
H 1.984 0.313 -1.528
H 2.138 -1.186 -0.606
H 1.035 0.775 1.193
H -1.897 0.841 -1.197
H -1.761 2.050 0.098
H -1.493 0.378 1.787
H -2.392 -0.639 0.641
H 0.079 -1.430 1.389
H -0.006 -1.281 -1.356



(3)
17
Properties=species:S:1:pos:R:3 method="wB97M-V/def2-TZVPD" e_lumo_ev=0.575 charge=0 e_above_lowest_kcal_mol=78.64 mol_weight_g_mol=102.13 smiles="C=CCCC=O.O" energy_ha=-346.9001
O -3.353 1.644 -0.273
C -2.389 0.981 -0.529
C -1.513 0.093 0.249
C -0.469 -0.794 -0.587
C 0.866 -1.069 -0.074
C 2.070 -1.075 -0.763
H -2.086 1.062 -1.641
H -0.897 0.621 1.095
H -2.117 -0.557 0.933
H -0.855 -1.858 -0.779
H -0.414 -0.270 -1.562
H 0.960 -1.342 0.984
H 2.959 -1.692 -0.417
H 2.128 -0.371 -1.654
H 1.383 1.271 0.983
H 1.701 2.078 2.267
O 2.025 1.278 1.768



(4)
17
Properties=species:S:1:pos:R:3 method="wB97M-V/def2-TZVPD" e_lumo_ev=0.921 charge=0 e_above_lowest_kcal_mol=38.52 mol_weight_g_mol=102.13 smiles="COC(C)(C)C=O" energy_ha=-346.9640
C -0.895 -1.849 -0.059
O 0.349 -1.188 0.068
C 0.282 0.239 0.069
C -0.491 0.802 -1.114
C 1.729 0.725 0.076
C -0.361 0.604 1.407
O -1.429 1.150 1.543
H -1.678 -1.386 0.558
H -0.742 -2.874 0.284
H -1.240 -1.869 -1.100
H -1.562 0.599 -1.035
H -0.106 0.360 -2.040
H -0.364 1.888 -1.168
H 2.160 0.647 -0.926
H 1.786 1.772 0.393
H 2.329 0.116 0.758
H 0.233 0.264 2.285



(5)
17
Properties=species:S:1:pos:R:3 method="wB97M-V/def2-TZVPD" e_lumo_ev="0.814 / 0.724" charge=0 e_above_lowest_kcal_mol=101.81 mol_weight_g_mol=102.13 energy_ha=-346.8632
C -0.468 -1.206 -1.926
C 0.379 -0.732 1.355
O 1.419 -0.512 0.570
C 1.494 0.701 0.085
C 0.420 1.529 0.707
C -0.516 0.472 1.369
O -1.767 0.308 0.711
H 0.234 -1.923 -2.355
H -1.126 -0.829 -2.712
H -1.054 -1.711 -1.153
H 0.181 -1.763 1.607
H 0.109 -0.379 -1.500
H 2.396 0.964 -0.446
H 0.841 2.188 1.483
H -0.140 2.155 0.002
H -0.804 0.777 2.378
H -1.598 -0.038 -0.175



(6)
17
Properties=species:S:1:pos:R:3 method="wB97M-V/def2-TZVPD" e_lumo_ev=1.024 charge=0 e_above_lowest_kcal_mol=58.72 mol_weight_g_mol=102.13 smiles=CO[C@H]1CO[C@H]1C energy_ha=-346.9319
C 2.009 1.128 -0.468
O 0.640 0.907 -0.220
C 0.255 -0.429 -0.386
C 0.441 -1.296 0.868
O -0.974 -1.393 1.067
C -1.249 -0.639 -0.132
C -2.094 0.591 0.119
H 2.621 0.239 -0.263
H 2.173 1.429 -1.511
H 2.348 1.933 0.189
H 0.643 -0.840 -1.329
H 0.938 -0.755 1.682
H 0.908 -2.280 0.735
H -1.725 -1.283 -0.886
H -2.278 1.123 -0.821
H -3.058 0.289 0.541
H -1.599 1.276 0.813



(7)
17
Properties=species:S:1:pos:R:3 method="wB97M-V/def2-TZVPD" e_lumo_ev=0.768 charge=0 e_above_lowest_kcal_mol=59.19 mol_weight_g_mol=102.13 smiles="C=C/C(O)=C/C.O" energy_ha=-346.9311
C 2.600 -0.509 -0.192
C 1.093 -0.424 -0.321
C 0.218 -0.535 0.679
O 0.642 -0.586 1.992
C -1.219 -0.885 0.583
C -1.940 -0.738 -0.522
H 2.879 -1.249 0.556
H 2.952 -0.945 -1.123
H 3.019 0.473 0.021
H 0.657 -0.241 -1.301
H 1.597 -0.725 1.967
H -1.663 -0.990 1.562
H -1.486 -0.236 -1.370
H -3.000 -0.965 -0.504
H -0.710 3.101 -1.721
H -2.218 3.257 -1.585
O -1.535 2.617 -1.834



(8)
17
Properties=species:S:1:pos:R:3 method="wB97M-V/def2-TZVPD" e_lumo_ev=1.046 charge=0 e_above_lowest_kcal_mol=39.27 mol_weight_g_mol=102.13 smiles="CCO[C@@H](C)C=O" energy_ha=-346.9629
C 2.236 -0.886 -0.355
C 1.057 -0.846 0.596
O 0.372 0.398 0.459
C -1.029 0.296 0.309
C -1.616 1.683 0.519
C -1.308 -0.194 -1.106
O -1.928 -1.191 -1.381
H 2.901 -0.036 -0.178
H 2.806 -1.810 -0.216
H 1.897 -0.845 -1.395
H 0.375 -1.681 0.390
H 1.393 -0.939 1.636
H -1.462 -0.431 1.011
H -2.708 1.662 0.444
H -1.333 2.054 1.507
H -1.226 2.379 -0.232
H -0.844 0.445 -1.892



(9)
17
Properties=species:S:1:pos:R:3 method="wB97M-V/def2-TZVPD" e_lumo_ev=0.623 charge=0 e_above_lowest_kcal_mol=130.55 mol_weight_g_mol=102.13 energy_ha=-346.8174
C 1.246 -2.198 -0.305
C -0.210 -1.760 -0.166
C -0.531 -0.563 0.659
O 0.188 0.723 -0.204
C -0.950 1.589 -0.143
C -0.476 2.979 0.058
O 0.644 3.205 0.460
H 1.338 -3.131 -0.873
H 1.836 -1.429 -0.821
H 1.685 -2.352 0.687
H -0.683 -1.693 -1.159
H -0.793 -2.513 0.383
H 0.135 -0.485 1.531
H 0.943 1.177 0.233
H -1.566 1.326 0.733
H -1.561 1.364 -1.014
H -1.246 3.760 -0.059



(10)
17
Properties=species:S:1:pos:R:3 method="wB97M-V/def2-TZVPD" e_lumo_ev=0.885 charge=0 e_above_lowest_kcal_mol=47.54 mol_weight_g_mol=102.13 smiles="COC[C@@H](C)C=O" energy_ha=-346.9497
C -0.345 2.640 0.235
O -0.710 1.281 0.179
C 0.453 0.506 0.013
C 0.180 -0.966 -0.338
C 0.608 -2.003 0.703
C -1.185 -1.264 -0.930
O -1.672 -2.371 -0.944
H 0.329 2.833 1.083
H -1.249 3.241 0.346
H 0.181 2.944 -0.685
H 1.080 0.555 0.921
H 1.041 0.946 -0.812
H 0.823 -1.103 -1.214
H 0.250 -2.990 0.395
H 1.700 -2.040 0.781
H 0.205 -1.792 1.700
H -1.687 -0.417 -1.432



(11)
17
Properties=species:S:1:pos:R:3 method="wB97M-V/def2-TZVPD" e_lumo_ev=1.013 charge=0 e_above_lowest_kcal_mol=58.07 mol_weight_g_mol=102.13 smiles=CO[C@H]1C[C@H]1CO energy_ha=-346.9329
C 2.320 0.682 0.301
O 1.118 0.431 -0.394
C 0.456 -0.698 0.079
C -0.316 -0.597 1.366
C -1.040 -0.692 0.044
C -1.820 0.482 -0.502
O -2.152 0.287 -1.864
H 2.992 -0.188 0.268
H 2.128 0.929 1.356
H 2.807 1.528 -0.192
H 0.985 -1.630 -0.136
H -0.337 -1.453 2.037
H -0.307 0.375 1.859
H -1.500 -1.652 -0.179
H -2.775 0.564 0.032
H -1.251 1.413 -0.350
H -1.320 0.184 -2.345



(12)
17
Properties=species:S:1:pos:R:3 method="wB97M-V/def2-TZVPD" e_lumo_ev=0.860 charge=0 e_above_lowest_kcal_mol=25.55 mol_weight_g_mol=102.13 smiles=O[C@H]1CC[C@H](O)C1 energy_ha=-346.9847
C -1.084 0.445 -0.197
C -0.704 -0.981 -0.610
O -0.335 -1.068 -1.982
C 0.475 -1.342 0.330
C 0.982 -0.010 0.928
C 0.262 1.087 0.140
O 0.187 2.263 0.916
H -1.692 0.433 0.718
H -0.350 2.901 0.432
H -1.648 0.961 -0.981
H -1.545 -1.673 -0.513
H 0.498 -0.602 -2.108
H 0.162 -2.037 1.116
H 1.239 -1.860 -0.259
H 2.070 0.098 0.894
H 0.675 0.093 1.975
H 0.808 1.293 -0.798



(13)
17
Properties=species:S:1:pos:R:3 method="wB97M-V/def2-TZVPD" e_lumo_ev=0.970 charge=0 e_above_lowest_kcal_mol=63.38 mol_weight_g_mol=102.13 smiles=CO[C@H]1C[C@H]1CO energy_ha=-346.9244
C -1.332 1.790 0.250
O -0.093 1.229 0.679
C 0.648 0.621 -0.374
C 1.786 -0.356 -0.190
C 0.481 -0.823 -0.777
C -0.354 -1.684 0.156
O -0.289 -1.224 1.483
H -2.026 1.034 -0.142
H -1.161 2.551 -0.521
H -1.807 2.275 1.111
H 0.830 1.354 -1.151
H 2.634 -0.205 -0.858
H 2.048 -0.798 0.768
H 0.428 -1.079 -1.836
H -1.391 -1.712 -0.218
H 0.022 -2.714 0.167
H -0.425 -0.257 1.454



(14)
17
Properties=species:S:1:pos:R:3 method="wB97M-V/def2-TZVPD" e_lumo_ev=0.530 charge=0 e_above_lowest_kcal_mol=59.17 mol_weight_g_mol=102.13 smiles="C=C/C=C/CO.O" energy_ha=-346.9311
C -1.418 -0.195 -0.494
C -1.303 -0.306 -1.808
C 1.549 1.805 0.922
O 2.803 1.405 0.348
C 0.418 1.394 0.035
C -0.425 0.436 0.396
H -2.303 -0.608 -0.020
H -0.422 0.015 -2.362
H -2.092 -0.769 -2.384
H 1.446 1.319 1.890
H 1.609 2.883 1.081
H 2.632 0.682 -0.260
H 0.393 1.898 -0.926
H -0.276 -0.050 1.353
H -0.460 -2.895 0.185
H -1.234 -3.378 1.457
O -0.916 -3.637 0.587



(15)
17
Properties=species:S:1:pos:R:3 method="wB97M-V/def2-TZVPD" e_lumo_ev=0.882 charge=0 e_above_lowest_kcal_mol=38.46 mol_weight_g_mol=102.13 smiles="C=CCC.O=CO" energy_ha=-346.9641
C 1.586 -0.060 1.526
C 1.259 -0.588 0.129
C -0.172 -1.025 -0.076
O -1.062 1.619 0.349
C -0.759 -1.135 -1.265
C -1.477 1.510 -0.924
O -2.605 1.262 -1.256
H 2.662 0.122 1.619
H 1.064 0.880 1.735
H 1.309 -0.783 2.301
H 1.515 0.175 -0.618
H 1.903 -1.450 -0.085
H -0.748 -1.257 0.824
H -1.809 1.337 0.904
H -1.801 -1.420 -1.374
H -0.230 -0.872 -2.182
H -0.634 1.685 -1.606